Density functional theory data (ωB97M-V/def2-TZVPD) for a molecular structure, C70H64BaN14OPS3 at a distorted geometry.

Last column: Mulliken charge in e.
Positions of all 154 atoms, in Å:
Ba (-0.24810, -1.44640, -0.96934)  -0.294
S (-1.42786, -2.92297, -3.41352)  -0.192
S (-1.55330, 0.40062, -2.96812)  0.153
S (-4.30834, -1.27667, -2.31374)  0.130
P (1.70335, 1.74459, 3.31422)  0.866
O (1.53834, -2.38389, 2.29083)  -0.512
N (1.76993, -1.74384, -2.86894)  0.444
N (-3.72345, -1.55170, -0.78387)  0.433
N (-0.59661, -2.48916, -9.42021)  -0.640
N (3.50801, -1.19835, 1.89692)  1.000
N (0.05549, 3.24477, -2.53303)  0.764
N (-5.81270, -2.01470, 0.21151)  0.081
N (-0.62150, 1.58035, -8.87684)  -0.646
N (-2.42820, -2.18665, 1.50303)  0.743
N (2.04127, 4.43114, -2.15713)  0.259
N (1.90959, 2.06606, -1.92082)  -0.090
N (-0.81614, -4.28525, -0.59366)  0.740
N (-0.89667, 3.14561, 0.40737)  0.465
N (-2.73679, 2.10476, -0.48515)  0.495
N (1.92976, -3.85141, -0.91423)  1.427
C (1.49523, 5.59191, -2.83149)  -0.780
C (-2.40333, -2.37916, 3.88824)  -0.740
C (-8.17994, -1.99895, -3.24186)  -0.737
C (-0.50868, -6.21200, 0.75908)  -0.887
C (2.33420, -0.90692, 3.99342)  -0.343
C (6.28884, -0.66255, 1.51274)  -1.699
C (-4.47082, -2.12844, 2.72658)  -0.762
C (-1.07871, 0.45653, -5.61428)  -0.851
C (1.38662, 3.20549, -2.22896)  0.061
C (4.08076, 3.11809, 3.78654)  -0.125
C (-0.75542, 0.84528, -8.00010)  -0.257
C (2.36583, -1.88763, 4.99610)  -0.892
C (4.07599, 0.10934, 2.00151)  -0.427
C (-0.00926, 5.65205, -2.63135)  -0.588
C (-1.00815, 2.26924, 3.42527)  -0.208
C (2.22809, -2.27702, -5.54690)  -0.716
C (-0.74863, -2.00581, -8.38598)  -0.151
C (-3.76154, -2.07930, 1.52429)  -0.084
C (-0.91323, -0.04328, -6.90172)  0.352
C (2.69156, 3.17983, 3.91453)  0.153
C (2.99756, -0.26461, 6.64129)  -0.895
C (2.14569, -0.96664, -5.09701)  -0.781
C (-6.59023, -2.02362, -0.95239)  -0.676
C (-1.22721, 2.51754, 6.16988)  -0.684
C (2.92346, 5.41840, 4.79321)  -0.647
C (4.87942, 4.18772, 4.15802)  -0.573
C (-1.87746, -6.37468, 0.87102)  -0.693
C (-2.71550, -5.49282, 0.20053)  -0.879
C (3.36877, -3.62876, -0.74468)  -0.862
C (-1.23590, -1.77865, -4.68880)  0.634
C (4.30247, 5.34352, 4.66636)  -0.590
C (-0.59462, 4.36248, -3.17682)  -0.643
C (-2.21441, 2.65184, 3.99173)  -0.364
C (1.48024, -4.98477, -0.12442)  -1.053
C (-1.24964, -0.36649, -4.49939)  -0.130
C (-0.01156, 2.17008, 5.60053)  -0.078
C (-2.25049, 3.13843, 0.20907)  0.329
C (-7.93456, -2.35355, -0.88031)  -0.658
C (-4.05050, 2.02271, -0.66110)  -0.354
C (-2.32651, 2.78510, 5.36556)  -0.810
C (-1.77696, -2.33546, 2.65007)  -0.793
C (-4.44645, 4.00847, 0.58558)  -0.405
C (-6.82677, -1.68091, -3.32069)  -0.626
C (-6.03643, -1.68594, -2.18746)  0.936
C (2.10251, -3.30615, -4.62929)  -1.232
C (-4.42996, -1.86533, 0.22952)  0.434
C (-4.95312, 2.93789, -0.14324)  -0.970
C (2.37981, -1.49940, 2.61672)  -0.402
C (3.84362, 3.32001, -0.98699)  -0.354
C (-8.73086, -2.33410, -2.02069)  -0.581
C (-3.08372, 4.12350, 0.76230)  -0.880
C (3.47873, 4.40863, -1.98028)  -0.818
C (1.64014, -4.12313, -2.31943)  -1.294
C (1.90620, -0.75337, -3.75171)  -0.376
C (2.84615, 0.72920, 5.69596)  -1.115
C (3.30252, 1.99528, -1.50872)  -0.431
C (-3.78186, -2.27079, 3.91767)  -0.885
C (2.67734, -1.57657, 6.30341)  -0.880
C (-0.91634, -1.43901, -7.09175)  0.754
C (0.11874, 2.06406, 4.21681)  0.189
C (-1.07232, -2.26969, -5.99042)  -1.135
C (2.12245, 4.34939, 4.41360)  -0.564
C (1.87207, -3.00021, -3.29178)  1.595
C (4.34826, -2.13327, 1.17761)  0.205
C (5.41396, 0.34613, 1.89898)  -0.488
C (-0.01022, -5.15025, 0.00252)  0.636
C (-2.13175, -4.46426, -0.51316)  -0.567
C (3.88256, -3.48907, 0.70679)  -1.279
C (2.43061, 0.44112, 4.38883)  2.177
C (5.68004, -1.85296, 1.06818)  0.001
H (-0.93310, 2.15282, 2.35265)  0.142
H (3.91312, 1.65697, -2.35725)  0.218
H (3.38050, 3.54663, -0.02207)  -0.013
H (7.35715, -0.51211, 1.46378)  0.267
H (-0.69431, -2.43072, 2.57421)  0.740
H (4.92592, 3.27332, -0.85444)  0.480
H (2.20236, -5.00839, -2.66699)  0.375
H (3.78839, 5.39153, -1.61444)  0.450
H (0.57577, -4.35539, -2.39364)  0.403
H (-9.78118, -2.58194, -1.94168)  0.369
H (6.29936, -2.60377, 0.59007)  0.406
H (-0.46539, 4.33785, -4.26906)  0.326
H (2.23582, -0.13319, -5.77973)  0.503
H (-0.42638, 6.51974, -3.14442)  0.416
H (-1.30961, 2.59828, 7.24743)  0.426
H (-1.66440, 4.29159, -2.96954)  0.344
H (-1.82546, -2.47632, 4.79646)  0.591
H (3.05564, 1.75627, 5.96891)  0.500
H (3.37255, 0.91259, 2.08366)  0.623
H (-3.79134, -5.59952, 0.23576)  0.513
H (-5.11513, 4.75129, 1.00319)  0.405
H (2.46667, 6.31282, 5.20031)  0.402
H (-0.36447, 2.32917, -2.71284)  -0.701
H (2.38269, -2.49322, -6.59653)  0.404
H (-6.37384, -1.41929, -4.26962)  0.477
H (1.72056, 5.57451, -3.90970)  0.268
H (-1.09820, 1.52866, -5.46605)  0.597
H (4.92406, 6.18106, 4.95688)  0.367
H (0.17162, -6.89327, 1.25443)  0.511
H (3.90460, -4.47508, -1.21384)  0.421
H (3.13067, -3.82481, 1.40525)  0.105
H (0.83778, 1.99470, 6.24399)  0.406
H (-0.23624, 5.73247, -1.56544)  0.161
H (-8.36000, -2.62308, 0.08098)  0.402
H (-0.46689, 4.02496, 0.64073)  0.281
H (-5.54510, -2.00277, 2.75080)  0.521
H (-2.72959, -3.75029, -1.06645)  0.463
H (2.70604, -2.35286, 7.05815)  0.377
H (-6.01486, 2.82276, -0.31251)  0.472
H (-6.23923, -2.44259, 1.01291)  0.187
H (-2.28721, -7.18267, 1.46430)  0.386
H (5.95524, 4.11035, 4.06162)  0.467
H (1.84045, -4.86801, 0.89464)  0.358
H (-8.78839, -1.98813, -4.13617)  0.393
H (-0.38324, 2.58291, -0.25647)  -0.702
H (3.62959, -2.72929, -1.30210)  0.564
H (2.15290, -4.33992, -4.94606)  0.482
H (3.38091, 1.23163, -0.73312)  -0.046
H (4.74078, -4.15554, 0.80180)  0.469
H (-1.08641, -3.34163, -6.13631)  0.497
H (-3.06178, 2.86119, 3.35043)  0.450
H (1.97799, 6.47989, -2.41477)  0.438
H (1.80734, 0.24781, -3.34093)  0.131
H (4.54223, 2.21087, 3.41389)  0.153
H (-4.38359, 1.17875, -1.25599)  0.423
H (3.32144, -0.01488, 7.64436)  0.400
H (1.90100, -5.93233, -0.51142)  0.325
H (3.99583, 4.23095, -2.93572)  0.301
H (-3.26298, 3.09436, 5.81484)  0.377
H (5.77205, 1.36145, 2.04131)  0.478
H (-4.31687, -2.27605, 4.85864)  0.405
H (-2.65404, 4.95324, 1.31051)  0.452
H (1.04593, 4.41929, 4.51456)  0.400
H (2.18087, -2.91628, 4.71173)  0.403

Charge: -1
Gap between HOMO and LUMO (eV): 4.22
Electronic energy (hartree): -5109.265373
LUMO level (hartree): 0.05853
Relative energy (zero: lowest compared OMol25 entry of this formula, charge and spin) (eV): 0.804